#A
{
  "formula": "C4H5N3O2",
  "method": "ωB97M-V/def2-TZVPD",
  "gap_ev": 8.33,
  "homo_ev": -8.129,
  "spin_multiplicity": 1,
  "symbols": ["C", "C", "C", "C", "N", "N", "N", "O", "O", "H", "H", "H", "H", "H"],
  "xyz": [[0.01461, -1.27795, 0.04602], [2.27282, -0.76369, -0.13571], [1.53302, 1.11938, 0.31069], [-1.99005, 0.10987, -0.24408], [1.28969, -1.61000, -0.02356], [0.07682, 1.06171, 0.19489], [-0.60340, -0.09344, -0.01311], [3.43106, -0.77570, -0.41767], [2.09841, 2.03668, 0.73330], [-0.67121, -2.25070, -0.02747], [-2.18694, 0.35232, -1.23833], [-2.51825, -0.72460, 0.07289], [-2.25783, 0.96324, 0.40527], [-0.48876, 1.85288, 0.33690]],
  "mulliken_charge": [0.399, 0.424, 0.138, -0.892, -0.522, -0.298, 0.249, -0.424, -0.444, 0.229, 0.315, 0.395, 0.285, 0.147]
}

---

#B
{
  "formula": "C4H5N3O2",
  "method": "ωB97M-V/def2-TZVPD",
  "gap_ev": 9.06,
  "homo_ev": -8.734,
  "spin_multiplicity": 1,
  "smiles": "O=c1[nH]nccc[nH]o1",
  "symbols": ["O", "C", "N", "N", "C", "C", "C", "N", "O", "H", "H", "H", "H", "H"],
  "xyz": [[1.87860, -0.19338, -1.35982], [1.06363, -0.44112, -0.52569], [0.27184, -1.52023, -0.47383], [-0.62648, -1.72284, 0.44226], [-1.40209, -0.81358, 0.96598], [-1.69043, 0.59537, 0.52561], [-0.94195, 1.74242, 0.09246], [0.46825, 1.75446, 0.06755], [0.82670, 0.46147, 0.52920], [0.46736, -2.22638, -1.25497], [-1.96630, -1.29103, 1.77472], [-2.77064, 0.79549, 0.61579], [-1.37607, 2.64597, -0.20611], [1.03296, 1.85288, -0.88655]],
  "mulliken_charge": [-0.596, 0.564, 0.263, -0.775, -0.027, -0.285, -0.355, -0.302, -0.269, 0.284, 0.424, 0.299, 0.456, 0.317]
}

---

Name the most stable of them. #A.

---

#A
{
  "formula": "C3H9NO4",
  "method": "ωB97M-V/def2-TZVPD",
  "gap_ev": 9.65,
  "homo_ev": -9.339,
  "spin_multiplicity": 1,
  "smiles": "CNC(O)(O)OOC",
  "symbols": ["C", "N", "C", "O", "O", "O", "O", "C", "H", "H", "H", "H", "H", "H", "H", "H", "H"],
  "xyz": [[1.34697, 0.43796, 1.40783], [-0.09960, 0.40830, 1.34726], [-0.72677, 0.83413, 0.11736], [-1.51068, 1.94234, 0.44681], [0.20594, 1.27930, -0.82989], [-1.54625, -0.19276, -0.37937], [-0.63328, -1.49098, -0.29495], [-0.18523, -1.88797, -1.57387], [1.75434, 1.41979, 1.15480], [1.80231, -0.29926, 0.73944], [1.67294, 0.21646, 2.42998], [-0.46232, -0.52333, 1.53925], [-1.03390, 2.33492, 1.19482], [-0.37030, 1.52133, -1.57178], [0.70655, -1.31794, -1.85438], [-0.97103, -1.72553, -2.32141], [0.05029, -2.95677, -1.55190]],
  "mulliken_charge": [-0.772, -0.447, 0.813, -0.556, -0.507, -0.327, -0.268, -0.545, 0.287, 0.239, 0.322, 0.305, 0.348, 0.325, 0.249, 0.254, 0.279]
}

---

#B
{
  "formula": "C3H9NO4",
  "method": "ωB97M-V/def2-TZVPD",
  "gap_ev": 10.33,
  "homo_ev": -9.748,
  "spin_multiplicity": 1,
  "smiles": "N[C@@](O)(CO)C(O)O",
  "symbols": ["N", "C", "O", "C", "O", "C", "O", "O", "H", "H", "H", "H", "H", "H", "H", "H", "H"],
  "xyz": [[-1.29252, 0.70756, 1.22239], [-0.63592, -0.14731, 0.28383], [-1.06350, -1.45398, 0.52854], [-0.90926, 0.27982, -1.17890], [-0.20634, -0.55582, -2.08489], [1.06534, -0.10723, 0.50837], [1.94700, -0.91334, -0.25068], [1.52881, 1.23653, 0.42620], [-0.81106, 1.60778, 1.24582], [-1.20612, 0.31458, 2.15743], [-1.91459, -1.54490, 0.06609], [-1.97884, 0.17714, -1.39542], [-0.61582, 1.32357, -1.34194], [0.59162, -0.86051, -1.52839], [1.18555, -0.41093, 1.55691], [2.72436, -1.07281, 0.31108], [1.59129, 1.41986, -0.52644]],
  "mulliken_charge": [-0.688, 0.620, -0.554, -0.768, -0.524, -0.243, -0.588, -0.533, 0.270, 0.278, 0.377, 0.391, 0.326, 0.496, 0.417, 0.361, 0.363]
}

---

Name the most stable of them. #B.